(1)
The following is a quantum chemistry calculation of a molecular structure, C13H26NO3P2Pb, from OMol25.

XYZ file:
```
46
Properties=species:S:1:pos:R:3:forces:R:3
Pb -0.1601 1.1951 0.7081 0.240 -0.453 -0.417
P 2.0206 -0.6465 0.3785 1.110 -0.171 -2.422
C 2.1207 -0.5301 -1.4115 -0.149 1.273 -0.124
C 0.9758 -1.0382 -2.1366 0.096 0.243 0.151
N -0.2482 -0.4978 -1.8304 0.664 -0.450 0.726
C -1.3483 -1.1306 -2.2344 -0.040 -0.641 -0.630
C -1.3039 -2.2289 -3.1061 -0.447 0.539 0.510
C -0.0664 -2.7065 -3.5303 0.321 0.449 -0.173
C 1.0867 -2.0985 -3.0701 -0.278 0.353 0.341
C -2.6808 -0.6283 -1.7110 0.086 0.001 0.077
P -2.5132 0.9754 -0.8243 -0.215 -0.692 -0.487
H 2.0904 -2.4290 -3.3276 -0.304 -0.123 -0.007
H -2.2443 -2.6695 -3.4271 0.239 -0.053 0.016
H 0.0032 -3.5336 -4.2257 -0.083 -0.038 0.053
H -3.3859 -0.4983 -2.5482 0.098 -0.046 0.324
H -3.1127 -1.3547 -1.0032 0.209 0.160 -0.251
H 1.9852 1.2045 -1.8818 0.040 -1.980 0.597
H 3.1083 -0.7004 -1.8564 -0.235 -0.472 0.314
H 0.9131 2.9415 -1.8491 1.153 -1.140 -0.856
O 1.9065 2.0393 -2.4012 -0.259 2.357 -0.353
H 2.8071 2.3891 -2.4279 -0.066 0.019 -0.151
H -0.2162 3.0576 -0.6239 0.584 0.367 -1.096
O 0.0565 3.4570 -1.5537 -1.084 0.540 1.322
H 0.2687 4.3943 -1.4273 -0.034 0.174 -0.048
C -2.7653 2.1249 -2.2160 -0.080 0.443 -0.059
H -3.7853 1.9811 -2.6020 0.294 0.067 0.052
H -2.6579 3.1692 -1.8863 -0.068 -0.296 -0.212
H -2.0455 1.9198 -3.0221 -0.155 0.061 0.322
C -4.0629 1.0722 0.1168 -0.148 0.204 0.197
H -4.0209 1.9598 0.7649 -0.195 -0.252 -0.156
H -4.9257 1.1497 -0.5592 0.166 -0.057 0.256
H -4.1586 0.1782 0.7494 0.015 0.280 -0.170
C 2.0563 -2.4614 0.5190 -0.161 -0.138 0.937
H 2.9413 -2.8330 -0.0139 -0.223 0.168 0.125
H 2.1181 -2.7162 1.5782 -0.003 -0.476 0.018
H 1.1515 -2.8939 0.0814 0.118 0.098 0.116
C 3.7273 -0.2104 0.8796 -0.178 0.122 0.486
H 3.7213 -0.1007 1.9710 0.324 0.001 -0.189
H 4.4131 -1.0205 0.5973 -0.172 0.272 0.023
H 4.0471 0.7351 0.4227 -0.142 -0.261 0.127
C -0.0302 -0.8379 3.0788 0.728 -0.931 0.778
C -0.4513 -0.8174 1.6703 -2.803 0.955 -1.431
O -1.1456 -1.5738 1.0134 1.237 -0.113 1.376
H 0.7683 -0.1017 3.2772 -0.285 -0.333 -0.140
H 0.3279 -1.8469 3.3240 -0.119 0.181 0.372
H -0.9008 -0.5770 3.7023 0.203 -0.211 -0.245
```
Forces are in eV/Å.

Results
**Frontier orbital gap**: 5.8 eV
**HOMO level**: -9.252 eV
**Net charge**: +1
**Energy**: -1666.6537 Eh
**Energy above the lowest of the compared OMol25 structures with the same formula, charge and spin**: 65.5 kcal per mole

Results of the Mulliken charge analysis, in e, for atoms 1 through 4: Pb 0.47; P 0.89; C -1.74; C 0.68

=====

(2)
The following is a quantum chemistry calculation of 3 unconnected molecules or ions with the total composition C24H39N2O12P3S, from OMol25.

XYZ file:
```
81
Properties=species:S:1:pos:R:3:forces:R:3
O 2.6212 4.1054 -1.8542 -3.519 0.481 -1.349
N 1.4592 4.2630 -2.1944 4.388 -2.091 0.560
O 1.0145 5.5069 -1.8248 -2.381 0.642 3.279
C 0.1894 5.1970 -0.6109 -2.354 -0.497 3.404
C -1.4552 5.0132 -0.7066 2.226 -0.609 3.767
C -2.2350 4.6240 0.7122 4.217 0.259 0.220
C -1.3970 4.4414 2.1212 2.352 0.455 -2.301
C 0.2594 4.6349 2.2510 -1.971 0.498 -4.395
C 1.0324 5.0292 0.8210 -3.458 -0.642 0.151
N 0.9810 4.4335 3.5648 -1.685 -2.407 -1.467
C 0.6091 3.1397 4.2533 -0.886 -4.015 2.322
C 1.7330 2.0580 4.8565 -3.420 -0.878 0.279
C 1.2931 0.6444 5.6310 -3.338 2.372 -2.222
P 2.6546 -0.5653 6.3227 0.365 -1.115 -1.010
O 4.0262 -0.3955 5.2080 -4.040 0.352 -0.659
O 2.0247 -2.1749 5.9206 0.610 3.184 -1.966
C -0.3092 0.2596 5.8253 0.783 4.154 -2.147
C -1.4331 1.3208 5.2540 3.918 0.725 -0.728
C -0.9877 2.7003 4.4884 3.017 -1.569 0.559
S -2.2453 3.9407 3.7591 2.224 -0.896 -1.042
H -2.0696 5.1087 -1.7255 1.690 -0.193 2.560
H -3.3928 4.4369 0.7529 2.616 0.448 -0.173
H 2.1981 5.1906 0.8067 -2.636 -0.365 -0.046
H 2.0164 4.5172 3.4681 -1.274 -0.136 -0.025
H 2.8906 2.2310 4.7561 -2.562 -0.151 0.148
H 3.5601 -0.2366 4.3123 1.394 -0.288 1.622
H 1.9017 -2.1306 4.9130 -0.003 -0.489 1.919
H -0.7093 -0.7160 6.3364 1.155 2.111 -1.087
H -2.5767 1.0780 5.3530 2.547 0.606 -0.254
O -5.3129 1.3198 -6.3226 3.381 0.594 -3.171
P -4.5480 2.6609 -6.2046 -5.998 1.668 7.808
O -4.2119 2.4891 -4.5923 0.527 -0.213 -0.493
C -3.1170 1.6679 -4.2288 0.336 -0.082 0.301
C -1.7937 2.3316 -4.5600 0.221 0.003 -0.034
O -5.9241 3.5889 -6.0218 0.724 0.144 -1.313
C -7.1505 3.1521 -6.5956 -0.396 -0.275 0.041
C -7.9750 2.3704 -5.5851 -0.166 0.107 0.345
O -3.6934 4.1593 -6.0728 0.989 -2.482 -2.535
C -3.2547 4.6968 -7.3121 0.203 0.708 -0.563
C -4.4102 5.0795 -8.2186 -0.153 0.068 -0.094
H -3.1983 0.6927 -4.7207 -0.019 -0.018 0.069
H -3.1801 1.5035 -3.1481 -0.147 0.043 -0.157
H -1.6623 2.4161 -5.6437 0.093 -0.020 0.045
H -0.9573 1.7504 -4.1604 -0.086 0.045 -0.055
H -1.7514 3.3442 -4.1479 -0.016 -0.164 -0.017
H -6.9665 2.5689 -7.5038 -0.036 -0.038 0.215
H -7.7090 4.0416 -6.9044 0.200 0.062 0.094
H -7.3823 1.6245 -5.0485 0.028 0.035 -0.295
H -8.8128 1.8671 -6.0750 0.049 0.049 0.034
H -8.3787 3.0489 -4.8212 0.052 -0.104 -0.213
H -2.6002 3.9699 -7.8050 0.112 0.210 -0.074
H -2.6571 5.5852 -7.0881 -0.029 -0.158 0.134
H -4.9557 4.1924 -8.5538 -0.025 0.022 -0.069
H -4.0482 5.6052 -9.1065 0.017 -0.082 0.083
H -5.1246 5.7207 -7.6931 0.168 -0.100 -0.048
O 5.8732 -6.1732 2.0539 0.299 -2.643 3.835
P 4.5326 -6.3787 2.8010 -3.902 5.552 -7.282
O 3.6993 -6.8763 1.4594 0.303 -0.558 0.441
C 3.8445 -8.2251 1.0531 -0.195 -0.329 -0.205
C 3.1270 -9.1683 2.0001 -0.072 -0.192 0.115
O 4.0855 -4.7716 2.7265 0.380 -0.468 1.333
C 5.0873 -3.7629 2.6711 0.306 0.230 -0.281
C 5.3894 -3.3759 1.2320 -0.217 0.163 -0.278
O 3.0348 -6.6082 3.6357 3.093 -1.667 1.152
C 3.1586 -6.7146 5.0466 -0.280 0.140 0.922
C 3.6722 -5.4351 5.6809 0.006 0.153 0.019
H 4.9062 -8.4827 0.9760 -0.013 0.004 -0.069
H 3.4060 -8.3114 0.0535 0.093 0.170 0.119
H 3.6112 -9.1751 2.9821 -0.032 -0.101 -0.027
H 3.1352 -10.1904 1.6100 0.040 0.093 0.040
H 2.0900 -8.8545 2.1517 0.157 -0.029 -0.077
H 5.9899 -4.0847 3.2005 -0.088 0.021 -0.200
H 4.7076 -2.8868 3.2069 -0.135 -0.158 0.047
H 5.5222 -4.2462 0.5835 0.119 0.014 0.268
H 6.2890 -2.7570 1.1779 -0.069 -0.028 0.009
H 4.5512 -2.8042 0.8106 0.176 -0.070 0.127
H 3.8175 -7.5565 5.2849 -0.161 -0.033 0.182
H 2.1658 -6.9457 5.4437 0.056 -0.040 -0.199
H 4.7095 -5.2432 5.3914 0.044 0.033 0.057
H 3.6360 -5.5020 6.7718 0.004 -0.029 -0.110
H 3.0802 -4.5730 5.3584 0.081 -0.190 0.108
```
Forces are in eV/Å.

Results
**Frontier orbital gap**: 6.2 eV
**HOMO level**: -8.197 eV
**Energy**: -3371.7575 Eh
**Structure (SMILES)**: O=NOc1ccc2c(c1)Nc1cc(P(O)O)ccc1S2.CCOP(=O)(OCC)OCC.CCOP(=O)(OCC)OCC
**Energy above the lowest of the compared OMol25 structures with the same formula, charge and spin**: 400.8 kcal per mole

Results of the Mulliken charge analysis, in e, for atoms 1 through 4: O -0.32; N 0.22; O -0.23; C 0.26